Record 1
C6H5N3O2S2 as an isolated structure, computed with ωB97M-V/def2-TZVPD.

The geometry in XYZ format:
```
18
Properties=species:S:1:pos:R:3:forces:R:3:mulliken_charge:R:1
C -0.659 -1.847 1.487 -0.2 -1.4 -0.4 -0.48
C -2.765 -1.815 0.583 -0.3 2.6 -1.7 0.09
C -0.321 -0.558 1.022 -1.6 0.6 0.3 0.67
C 0.679 0.253 1.196 0.0 0.2 -0.8 -0.16
C -1.623 0.241 0.358 2.5 -3.3 1.9 0.65
C 2.544 0.734 -2.145 3.0 1.4 0.0 -0.67
N -1.743 -2.459 1.152 0.2 -1.9 1.2 -0.53
N -2.684 -0.531 0.343 -3.4 -0.7 -1.2 -0.52
N -1.419 1.384 -0.078 1.4 2.2 0.2 -0.57
O 0.980 2.287 -0.469 1.1 0.6 -2.0 -0.52
O -0.026 2.684 1.706 -0.2 -0.9 -0.8 -0.62
S 2.737 -0.694 -1.009 -0.8 1.0 -0.5 -0.05
S 0.162 1.823 0.560 -1.8 1.3 2.3 1.14
H -0.037 -2.431 2.152 0.5 0.3 0.1 0.42
H -3.729 -2.317 0.237 1.5 0.4 1.0 0.33
H 2.907 1.682 -1.460 -1.2 -2.3 -1.8 0.23
H 1.616 0.978 -2.723 0.5 -0.5 1.2 0.29
H 3.380 0.586 -2.911 -1.2 0.3 0.9 0.31
```
Positions in Å, forces in eV/Å.

Values from the calculation:
Relative energy (zero: lowest compared OMol25 entry of this formula, charge and spin) (kcal per mole): 18.77
M (g/mol): 215.26
2S+1: 3
Orbital gap (spin up / spin down) (eV): 7.020 / 5.857
Total energy (Ha): -1342.47954

Record 2
CsH2O as an isolated structure, computed with ωB97M-V/def2-TZVPD.

The geometry in XYZ format:
```
4
Properties=species:S:1:pos:R:3:forces:R:3:mulliken_charge:R:1
Cs -1.269 -0.541 1.944 -0.1 -0.2 0.1 1.00
O 0.483 -0.200 -0.586 -0.7 -1.1 -0.1 -0.68
H 0.059 0.229 -1.328 -0.1 0.0 -0.6 0.35
H 0.726 0.513 -0.031 0.9 1.3 0.7 0.32
```
Positions in Å, forces in eV/Å.

Values from the calculation:
Relative energy (zero: lowest compared OMol25 entry of this formula, charge and spin) (kcal per mole): 6.78
Total charge: +1
M (g/mol): 150.92
2S+1: 1
Orbital gap (eV): 12.270
Total energy (Ha): -96.37105

Record 3
C6H19NaO9P2 as an isolated structure, computed with ωB97M-V/def2-TZVPD.

The geometry in XYZ format:
```
37
Properties=species:S:1:pos:R:3:forces:R:3:mulliken_charge:R:1
Na 18.032 4.066 -9.690 -0.5 -0.8 0.5 0.92
O 17.287 1.940 -9.616 0.8 0.8 -0.1 -1.01
H 17.942 1.322 -9.971 -0.3 0.1 0.0 0.14
C 20.814 6.986 -7.342 0.1 -0.1 0.1 -0.58
O 19.466 7.478 -7.300 0.3 0.2 -0.2 -0.30
P 18.310 6.518 -6.855 0.0 0.3 0.4 0.90
O 18.142 5.315 -7.677 0.0 -0.4 -0.8 -0.43
O 18.612 6.245 -5.346 0.1 -0.2 0.1 -0.36
C 18.125 5.049 -4.716 -0.4 -0.1 0.5 -0.72
O 17.078 7.483 -6.800 -0.2 0.1 -0.2 -0.37
C 16.489 7.942 -8.024 -0.2 0.0 -0.3 -0.68
H 21.230 6.974 -6.336 0.0 0.0 0.0 0.27
H 21.386 7.668 -7.962 0.0 0.0 0.0 0.25
H 20.851 5.981 -7.764 0.0 0.0 0.0 0.26
H 18.974 4.512 -4.299 0.0 0.0 -0.1 0.25
H 17.556 4.420 -5.397 0.2 0.0 -0.2 0.33
H 17.448 5.326 -3.906 0.2 0.2 0.0 0.29
H 17.084 7.672 -8.898 0.1 0.0 0.1 0.29
H 16.406 9.024 -7.979 0.0 0.0 0.1 0.27
H 15.500 7.499 -8.136 0.0 0.0 0.1 0.27
C 19.994 -0.678 -8.771 0.2 -0.4 0.0 -0.61
O 21.205 -0.453 -8.015 -0.3 -0.2 -0.2 -0.32
P 21.096 0.259 -6.605 0.2 -0.2 0.1 0.96
O 20.081 -0.300 -5.713 -0.2 -0.1 0.1 -0.66
O 22.589 0.214 -6.114 0.1 0.0 0.1 -0.36
C 23.062 -0.954 -5.432 0.1 -0.2 0.0 -0.69
O 20.973 1.796 -6.895 0.1 0.5 0.0 -0.32
C 19.688 2.352 -7.195 -0.1 0.0 -0.6 0.06
H 20.116 -1.618 -9.306 0.1 0.1 0.0 0.30
H 19.865 0.128 -9.488 -0.1 0.1 0.1 0.16
H 19.132 -0.788 -8.116 0.0 0.2 0.0 0.40
H 22.263 -1.675 -5.264 -0.1 0.1 0.0 0.34
H 23.475 -0.649 -4.474 0.0 0.0 0.0 0.24
H 23.841 -1.417 -6.035 0.0 0.0 0.0 0.26
H 18.966 1.602 -7.514 -0.1 0.0 0.2 0.35
H 19.815 3.020 -8.050 0.1 0.0 0.2 -0.04
H 19.311 2.927 -6.357 0.0 -0.1 0.2 -0.08
```
Positions in Å, forces in eV/Å.

Values from the calculation:
Relative energy (zero: lowest compared OMol25 entry of this formula, charge and spin) (kcal per mole): 0.00
M (g/mol): 320.15
2S+1: 1
Orbital gap (eV): 6.915
Total energy (Ha): -1762.36978

Record 4
C34H51BaN7O4 as an isolated structure, computed with ωB97M-V/def2-TZVPD.

The geometry in XYZ format:
```
97
Properties=species:S:1:pos:R:3:forces:R:3:mulliken_charge:R:1
Ba -0.048 -0.784 0.090 -0.5 0.2 -0.1 1.45
C -2.370 3.509 0.795 4.0 -5.2 -1.3 -0.55
C -1.886 2.167 0.400 -3.2 2.1 0.0 0.32
C -3.056 1.065 0.019 -2.4 4.8 0.5 -0.10
O -2.714 -0.093 0.001 1.5 -3.3 -0.3 -0.11
C -4.431 1.559 -0.174 4.0 -3.0 0.2 -0.76
C -4.724 2.847 0.106 -5.7 3.0 -0.9 0.12
C -3.694 3.794 0.664 -2.3 4.3 2.4 0.34
O -4.052 4.916 1.171 -0.2 -2.1 -1.4 -0.73
O -5.966 3.266 -0.091 4.2 -0.8 0.9 -0.76
O -0.707 1.753 0.346 0.7 -0.1 0.2 -0.93
H -1.644 4.175 1.238 -0.2 0.4 -0.1 0.33
H -5.222 0.875 -0.443 0.0 -0.1 -0.1 0.47
C -4.638 -4.397 2.663 0.1 1.5 -0.2 -1.29
C -5.017 -2.996 2.055 -0.3 -1.3 -0.8 -0.38
C -4.057 -1.853 2.321 0.5 0.0 1.2 -0.18
C -2.627 -2.141 2.063 -1.5 0.3 -0.3 0.46
N -1.527 -2.363 1.849 0.5 -0.3 0.2 -0.44
H -4.581 -4.272 3.744 0.0 -0.3 0.1 0.37
H -3.651 -4.681 2.298 0.1 -0.1 0.1 0.32
H -5.332 -5.205 2.431 -0.2 0.3 -0.1 0.37
H -6.018 -2.686 2.354 0.1 0.0 0.3 0.41
H -5.109 -3.066 0.971 0.1 -0.3 -0.2 0.14
H -4.095 -1.634 3.388 0.0 0.1 0.2 0.40
H -4.384 -0.938 1.828 0.4 0.0 -0.3 0.01
C 3.503 5.819 -0.079 -0.7 -0.3 -0.6 -1.30
C 3.431 4.355 0.361 1.2 -0.7 0.3 -0.58
C 2.341 3.486 -0.308 -0.1 0.5 -0.1 0.38
C 2.348 2.043 -0.091 0.2 -4.9 1.6 0.05
N 2.349 0.862 0.087 0.2 5.1 -0.9 -0.33
H 3.869 5.904 -1.102 0.1 -0.1 -0.1 0.32
H 4.138 6.442 0.551 -0.1 -0.2 0.1 0.37
H 2.499 6.242 -0.113 0.0 0.2 0.3 0.33
H 3.461 4.304 1.450 -0.9 -0.1 0.1 0.43
H 4.381 3.863 0.150 0.2 0.1 -0.4 0.37
H 2.441 3.526 -1.393 0.0 0.6 -0.2 0.05
H 1.345 3.855 -0.064 -0.2 -0.1 0.0 0.14
C 3.877 -0.192 -4.556 0.0 0.1 1.0 -0.95
C 4.867 -0.484 -3.387 -0.2 0.2 -0.5 -0.50
C 4.483 -1.790 -2.642 0.4 0.0 -0.6 -0.20
C 3.135 -1.817 -2.111 -4.5 0.2 1.8 0.16
N 2.044 -1.814 -1.646 4.2 -0.1 -1.9 -0.35
H 4.093 0.720 -5.112 0.4 -0.1 0.0 0.35
H 2.906 0.005 -4.102 -0.2 -0.2 -0.1 0.09
H 3.766 -1.032 -5.242 0.1 0.0 0.0 0.35
H 4.917 0.380 -2.724 -0.3 -0.1 0.2 0.29
H 5.887 -0.571 -3.761 0.0 -0.3 -0.1 0.34
H 5.124 -2.104 -1.819 0.3 0.4 0.0 0.05
H 4.573 -2.598 -3.368 -0.2 -0.2 -0.1 0.32
C -1.564 3.573 -3.360 0.2 0.2 0.0 -1.31
C -0.057 3.691 -3.209 -0.5 0.4 -0.1 -0.03
C 0.693 2.458 -3.695 0.1 0.5 -0.1 -0.40
C 0.178 1.261 -3.056 0.2 -0.8 0.2 0.35
N -0.240 0.309 -2.564 0.2 0.4 -0.3 -0.52
H -1.926 2.748 -2.747 -0.3 0.0 -0.2 0.28
H -1.785 3.458 -4.421 -0.3 -0.4 0.0 0.37
H -2.061 4.489 -3.042 0.0 -0.1 0.2 0.40
H 0.199 3.875 -2.166 0.0 0.1 0.0 -0.19
H 0.271 4.527 -3.827 0.3 0.1 0.2 0.42
H 1.746 2.636 -3.477 0.2 -0.6 0.1 0.21
H 0.610 2.338 -4.775 -0.1 0.0 -0.1 0.49
C -2.785 -6.410 -0.795 1.2 -0.2 0.1 -1.40
C -3.948 -5.441 -0.972 0.4 -0.2 0.4 0.31
C -3.609 -4.188 -1.812 0.2 -0.7 -0.1 -0.41
C -2.282 -3.633 -1.471 0.1 0.6 0.3 0.10
N -1.275 -3.152 -1.177 -0.8 -0.5 -0.4 -0.27
H -2.377 -6.791 -1.732 -0.6 -0.3 -0.3 0.39
H -2.981 -7.251 -0.129 -0.5 -0.1 -0.2 0.38
H -1.861 -6.013 -0.375 -0.2 0.8 0.3 0.32
H -4.315 -5.106 -0.002 0.1 0.0 0.1 -0.34
H -4.757 -6.024 -1.411 -0.2 0.4 -0.3 0.36
H -4.392 -3.438 -1.701 0.3 0.2 0.1 0.30
H -3.576 -4.463 -2.866 0.1 0.1 -0.1 0.39
C -0.918 4.560 4.613 0.2 0.0 0.8 -1.53
C -0.031 3.571 3.864 0.1 0.3 -0.6 -0.01
C -0.645 2.147 3.865 0.2 0.1 -0.7 -0.19
C 0.126 1.062 3.203 -0.3 1.2 1.0 0.09
N 0.720 0.197 2.748 0.2 -0.4 -0.2 -0.34
H -0.841 4.294 5.667 -0.4 0.1 0.2 0.40
H -1.968 4.602 4.324 0.1 -0.4 -0.2 0.35
H -0.580 5.595 4.556 0.3 -0.1 -0.2 0.38
H 0.967 3.553 4.302 0.0 -0.1 0.4 0.55
H 0.157 4.010 2.884 -0.3 -0.7 -0.5 -0.05
H -1.599 2.138 3.337 -0.2 0.3 0.0 0.08
H -0.853 1.867 4.897 0.1 -0.2 0.0 0.57
C 4.950 -4.548 0.394 -0.4 -0.3 -0.8 -1.20
C 5.208 -3.318 1.248 -0.2 -0.7 -0.9 -0.28
C 4.118 -3.147 2.309 0.9 0.7 0.0 -0.48
C 2.799 -2.844 1.727 -3.0 0.2 -1.0 0.13
N 1.726 -2.646 1.283 3.7 -0.7 1.5 -0.28
H 3.953 -4.511 -0.044 -0.2 0.2 -0.1 0.30
H 4.968 -5.510 0.907 0.3 0.2 0.4 0.39
H 5.634 -4.642 -0.450 0.2 0.1 0.1 0.33
H 5.188 -2.429 0.617 0.0 0.1 -0.1 0.13
H 6.227 -3.379 1.632 -0.2 0.1 0.6 0.39
H 4.470 -2.279 2.866 -0.6 0.0 0.5 0.25
H 4.089 -4.015 2.968 -0.3 0.1 0.0 0.35
```
Positions in Å, forces in eV/Å.

Values from the calculation:
M (g/mol): 759.15
2S+1: 1
Orbital gap (eV): 5.545
Total energy (Ha): -2035.88697